This record from the OMol25 dataset describes C30H34LaN7O6S2 as an isolated structure in a non-equilibrium geometry. The level of theory is the ωB97M-V functional and the def2-TZVPD basis.

Properties
Highest occupied orbital energy ... -6.40 eV
E ... -2826.34662 Ha

```
80
Properties=species:S:1:pos:R:3:forces:R:3:mulliken_charge:R:1
La -0.454 -0.105 -0.231 -0.1768 -0.9291 -1.3746 2.49
C -4.202 -1.790 -4.336 -1.2824 -0.8771 -0.3854 -0.82
S -2.991 -0.763 -5.190 -0.5816 -0.3427 -0.0794 -0.11
C -2.207 -0.390 -3.648 0.8930 1.0331 0.6404 0.35
S -1.395 -1.601 -2.767 -0.1258 0.5014 0.1675 -0.35
N -2.285 0.912 -3.424 0.0072 0.5310 -0.3375 -1.40
N -1.695 1.402 -2.318 1.9290 2.1688 0.6893 1.14
C -1.269 2.675 -2.370 -2.4173 -2.0884 -2.1242 -1.12
C -0.566 3.336 -1.311 0.9613 0.0143 0.3488 0.95
C 0.008 4.618 -1.477 0.3894 -0.1653 -0.0415 -0.94
C 0.834 5.093 -0.457 -0.9412 -1.1450 -0.7537 -0.38
C 1.113 4.293 0.612 0.5944 -1.0957 1.5758 -0.91
C 0.511 3.045 0.716 0.4791 -0.3534 0.0090 0.03
N -0.304 2.583 -0.220 -0.1405 0.2673 0.4480 0.10
H -4.758 -1.176 -3.596 0.1955 -0.4266 -0.5759 0.22
H -3.653 -2.564 -3.823 0.1186 -0.1561 0.3352 0.26
H -4.906 -2.352 -5.017 0.6819 1.0287 0.4273 0.33
H -1.497 3.290 -3.283 0.2790 -0.7798 0.7319 0.21
H 0.028 5.182 -2.432 -0.6722 -0.5810 0.7314 0.37
H 1.291 6.023 -0.556 0.7992 1.4587 -0.2107 0.50
H 1.891 4.467 1.358 -0.3290 0.6224 -0.2414 0.40
H 0.804 2.330 1.534 -0.4608 0.9139 -0.8450 -0.04
O 4.098 -2.368 -3.183 0.2005 -0.5244 -0.4440 -0.68
C 4.162 -1.128 -3.672 -1.6554 1.4626 2.2270 0.58
C 5.028 -0.742 -4.709 0.0711 -1.7178 0.0750 -0.72
C 5.100 0.581 -5.110 0.1781 0.4306 -0.5507 -0.14
C 4.302 1.586 -4.488 1.3472 -0.2012 -1.9295 -0.86
C 3.477 1.207 -3.486 -1.9865 -0.2578 1.8953 -0.21
C 3.333 -0.106 -3.025 0.2934 -1.2811 -1.3222 -0.02
C 2.179 -0.462 -2.082 2.7767 -0.9989 0.3344 0.62
O 1.452 0.470 -1.653 -0.9214 0.3885 0.1852 -0.55
N 2.195 -1.734 -1.637 0.8897 1.2375 -1.4232 -0.88
N 1.204 -2.044 -0.788 -1.5496 -2.3925 0.8831 0.98
C 1.147 -3.317 -0.433 0.6742 2.3362 0.2726 -0.73
C 0.238 -3.918 0.512 0.3552 -2.2755 0.3622 0.64
C 0.739 -5.240 0.986 -1.6902 3.5429 -0.2582 -1.03
C 0.140 -5.771 2.080 -2.1963 0.0881 1.3503 -0.70
C -1.146 -5.260 2.485 0.6769 1.5122 -1.4340 -0.41
C -1.720 -4.106 1.899 0.5997 -1.4052 1.0380 -0.86
C -0.981 -3.332 1.025 2.4449 0.1413 -1.3225 0.22
O -1.284 -2.106 0.714 -0.3877 0.0359 0.3703 0.33
H 3.359 -2.437 -2.448 0.4838 0.6505 -0.8180 0.60
H 5.554 -1.627 -5.185 -0.3304 1.5418 0.4049 0.29
H 5.790 0.806 -5.959 -0.7732 0.0484 0.7981 0.30
H 4.225 2.594 -4.924 0.3977 -0.5240 0.4493 0.33
H 2.800 1.908 -2.972 0.3715 -0.0753 -0.5125 0.25
H 2.024 -3.936 -0.650 -0.2614 0.0964 -0.5785 0.18
H 1.611 -5.646 0.540 0.7800 -0.2054 -0.1996 0.44
H 0.592 -6.491 2.744 0.0407 -0.5737 -0.4262 0.38
H -1.706 -5.686 3.277 -0.1863 -0.6710 0.6747 0.40
H -2.664 -3.675 2.194 -0.2783 -0.2638 0.3257 0.40
C -4.853 2.443 2.798 -0.2473 -0.7314 -1.0108 -0.92
N -4.408 1.573 1.654 0.6549 0.6976 -0.1083 0.09
C -5.206 1.754 0.404 -0.4599 -0.5981 0.8101 -0.94
C -3.188 0.958 1.595 0.5735 -1.0341 -3.1082 0.39
O -2.738 0.476 0.495 -2.0381 1.6524 3.0007 -0.64
C -2.306 0.754 2.837 0.2081 0.9768 -0.1748 -0.50
O -0.908 0.774 2.468 -0.2026 -0.2007 0.7008 -0.48
C -0.068 0.069 3.436 0.1013 1.5608 -0.8305 -0.91
C 1.304 -0.087 2.765 0.7701 -0.3319 -2.5785 0.25
O 1.389 -0.309 1.511 -0.4197 0.6516 2.9766 -0.72
N 2.408 -0.008 3.511 0.6125 0.0328 1.3597 0.17
C 2.368 0.413 4.932 -0.5146 -0.6768 0.6586 -0.89
C 3.791 -0.270 3.011 0.0403 0.3619 0.3331 -0.93
H -4.503 1.926 3.715 -0.8846 0.7031 -0.2971 0.38
H -4.407 3.455 2.709 -0.1902 -0.5378 0.1323 0.29
H -5.987 2.548 2.655 1.7224 -0.3065 0.8374 0.28
H -4.985 2.640 -0.187 0.5017 0.1794 0.2539 0.31
H -5.051 0.883 -0.229 -0.1245 0.0333 0.0395 0.31
H -6.271 1.848 0.728 0.8042 -0.3334 -0.3606 0.35
H -2.541 1.607 3.510 0.4785 -0.8331 0.1528 0.37
H -2.487 -0.238 3.245 -0.5611 0.0791 0.2721 0.33
H -0.032 0.565 4.435 -0.2001 -0.2012 -0.9628 0.53
H -0.454 -0.912 3.539 -0.4384 -1.2710 0.2713 0.52
H 3.392 0.683 5.208 -0.4202 0.1961 -0.0075 0.33
H 1.672 1.264 5.082 0.7152 -0.4192 -0.0981 0.36
H 2.064 -0.404 5.659 0.2414 0.7081 -1.0339 0.28
H 3.822 -0.099 1.942 -0.0403 -0.0394 -0.1260 0.31
H 4.467 0.464 3.531 -0.6391 -0.7291 -0.6433 0.36
H 4.166 -1.298 3.224 -0.6085 0.6657 -0.0209 0.28
```
Positions in Å, forces in eV/Å.

This record from the OMol25 dataset describes a 2-piece molecular cluster, C4H12N3 overall in a non-equilibrium geometry. The level of theory is the ωB97M-V functional and the def2-TZVPD basis.

Properties
Relative energy (zero: lowest compared OMol25 entry of this formula, charge and spin) ... 3.309 eV
Net charge ... +1
Highest occupied orbital energy ... -12.78 eV
E ... -323.55665 Ha

```
19
Properties=species:S:1:pos:R:3:forces:R:3:mulliken_charge:R:1
C -0.048 -1.403 1.430 -0.9642 0.3630 -0.8975 -0.20
C 0.008 -2.213 0.352 0.4003 -0.0579 -0.3927 -0.34
N -1.248 -2.872 -0.094 0.1624 -0.7199 0.8300 -0.35
N 0.639 -0.248 1.567 0.0940 -0.2893 0.8958 -0.42
H -0.819 -1.631 2.174 0.0131 0.3378 -0.0107 0.32
H 0.840 -2.443 -0.298 -0.0646 0.6573 -0.1164 0.41
H -1.305 -3.872 0.137 -0.0222 0.0330 -0.0352 0.33
H -2.032 -2.395 0.349 -0.1615 -0.1297 -0.1385 0.37
H -1.362 -2.796 -1.105 0.0335 0.1905 0.0247 0.36
H 0.751 0.360 0.764 0.2863 -0.3925 -0.3895 0.26
H 0.456 0.252 2.421 0.2319 -0.0033 0.0805 0.29
C -0.352 2.606 -0.468 0.1117 0.2914 0.4535 -0.70
C 1.610 2.016 -1.539 -0.3529 0.0228 -0.7202 -0.24
N 0.544 1.594 -1.006 -0.0461 0.0665 -0.2128 -0.38
H -1.319 2.589 -0.990 0.3246 -0.1726 0.0993 0.25
H 0.070 3.610 -0.550 -0.0456 0.0991 -0.0587 0.34
H -0.533 2.421 0.593 -0.1640 -0.0763 -0.0327 0.20
H 2.185 1.359 -2.188 0.3280 -0.2952 0.5329 0.26
H 1.918 3.065 -1.549 -0.1646 0.0750 0.0884 0.25
```
Positions in Å, forces in eV/Å.

This record from the OMol25 dataset describes a 8-piece molecular cluster, H16O8 overall in a non-equilibrium geometry. The level of theory is the ωB97M-V functional and the def2-TZVPD basis.

Properties
Structure (SMILES) ... O.O.O.O.O.O.O.O
Relative energy (zero: lowest compared OMol25 entry of this formula, charge and spin) ... 2.790 eV
Highest occupied orbital energy ... -9.83 eV
E ... -611.48009 Ha

```
24
Properties=species:S:1:pos:R:3:forces:R:3:mulliken_charge:R:1
O 2.977 0.320 -2.084 1.9335 -1.1339 -0.2142 -0.67
H 3.685 0.445 -1.414 -0.9874 0.2114 -0.7533 0.29
H 2.264 0.910 -1.937 -0.8478 1.2741 0.4997 0.37
O 0.019 -2.990 0.450 0.5051 -1.8931 0.9534 -0.62
H 0.750 -2.919 -0.156 0.0603 0.3929 -0.2290 0.34
H -0.491 -2.205 0.414 -0.6667 1.0970 -0.4589 0.34
O -0.555 3.906 1.555 0.8998 2.0467 0.5758 -0.62
H -1.080 4.375 2.222 0.1132 -0.4582 -0.3686 0.31
H -0.925 3.068 1.403 -1.0293 -1.4478 -0.2919 0.31
O -2.385 1.172 1.278 0.6817 -0.2872 -2.1006 -0.65
H -3.184 1.342 1.712 -1.9581 0.5139 0.9392 0.29
H -1.724 1.238 1.930 1.2728 -0.1489 1.4556 0.32
O -2.395 -1.702 0.626 1.3950 -2.3346 -0.0368 -0.62
H -2.328 -1.722 1.572 -0.0235 -0.0456 0.6779 0.30
H -2.907 -0.975 0.413 -1.4489 2.3804 -0.6041 0.27
O 0.812 -1.871 -1.946 0.7262 -0.6068 -0.1472 -0.62
H 1.454 -2.006 -2.653 -0.1153 0.1455 -0.0194 0.29
H 0.300 -1.108 -2.181 -0.6432 0.6510 -0.3491 0.32
O -0.210 0.842 -0.776 -0.1333 0.1500 -0.0563 -0.64
H -0.867 1.116 -0.118 0.0720 -0.2407 -0.4735 0.25
H 0.356 0.197 -0.326 0.0043 0.0984 0.4353 0.46
O 1.931 -0.676 0.253 0.1073 0.3286 -0.7862 -0.65
H 2.622 -0.037 0.512 -0.5840 -0.4770 -0.3919 0.28
H 1.888 -0.723 -0.755 0.6662 -0.2160 1.7441 0.36
```
Positions in Å, forces in eV/Å.

This record from the OMol25 dataset describes one molecule with the formula C4H9NO. The level of theory is the ωB97M-V functional and the def2-TZVPD basis.

Properties
Structure (SMILES) ... CN1CC(O)C1
Relative energy (zero: lowest compared OMol25 entry of this formula, charge and spin) ... 2.235 eV
Highest occupied orbital energy ... -8.45 eV
E ... -287.75033 Ha

```
15
Properties=species:S:1:pos:R:3:forces:R:3:mulliken_charge:R:1
C 1.934 -0.445 0.210 0.0672 0.0779 0.0183 -0.90
N 0.550 -0.050 0.283 0.0831 -0.0445 0.1970 -0.02
C -0.083 1.073 -0.408 -0.0167 0.1710 -0.0085 -0.62
C -1.418 0.289 -0.355 0.0481 -0.1003 -0.3220 0.02
O -2.334 0.698 0.626 0.0768 0.0380 0.2688 -0.57
C -0.568 -0.947 0.012 -0.1347 -0.1399 -0.0017 -0.69
H 2.578 0.438 0.292 -0.1719 -0.1004 -0.0093 0.32
H 2.166 -1.087 1.068 0.0106 0.0193 -0.1564 0.28
H 2.234 -0.989 -0.707 -0.2566 0.1385 0.0498 0.32
H 0.255 1.280 -1.438 0.0500 -0.1470 0.1629 0.29
H -0.085 2.006 0.171 0.0477 -0.0815 -0.1921 0.27
H -1.980 0.232 -1.289 0.1214 0.0077 0.1213 0.38
H -1.881 0.656 1.480 -0.1019 0.0656 -0.0935 0.35
H -0.931 -1.503 0.886 0.0540 -0.0439 -0.1227 0.29
H -0.436 -1.649 -0.829 0.1228 0.1394 0.0881 0.28
```
Positions in Å, forces in eV/Å.